Below is C4H6F2 in the gas phase at a distorted geometry, with properties calculated with ωB97M-V/def2-TZVPD.

The geometry in XYZ format:
```
12
Properties=species:S:1:pos:R:3:forces:R:3
C -1.432 -0.172 0.434 -0.8 2.7 2.5
C 0.138 -0.129 0.569 -1.9 -1.1 -1.2
C 0.996 -0.567 -0.588 -0.9 -1.0 -3.4
C 0.964 0.864 -0.212 1.1 2.2 0.3
H -1.891 -1.069 0.854 0.5 -0.3 -0.2
H -2.033 0.730 0.985 2.1 -1.9 -0.5
H 1.904 -1.198 -0.696 -0.7 0.6 1.2
H 0.443 -0.668 -1.605 0.6 -0.3 2.0
H 0.471 1.545 -1.018 0.7 -1.0 2.0
H 1.899 1.288 0.281 -1.5 -0.5 -0.6
F -1.867 0.022 -0.821 0.1 -0.3 -2.0
F 0.408 -0.647 1.816 0.6 0.9 -0.2
```
Positions in Å, forces in eV/Å.

Properties
Total charge ... 0
Highest occupied orbital energy ... -10.56 eV
DFT total energy ... -9678.00792 eV

Below is C6H10O in the gas phase, with properties calculated with ωB97M-V/def2-TZVPD.

The geometry in XYZ format:
```
17
Properties=species:S:1:pos:R:3:forces:R:3
C -1.668 -1.357 -0.378 0.0 0.0 0.0
C -0.880 -0.179 0.140 -0.1 0.2 0.0
C -1.316 1.072 -0.003 0.0 -0.1 0.0
C 1.777 0.808 -0.897 -0.1 -0.2 -0.2
C 1.526 0.551 0.574 0.0 0.0 0.0
C 0.454 -0.516 0.780 0.0 0.0 0.0
O 1.614 -0.022 -1.760 0.1 0.4 0.4
H -1.471 -2.261 0.218 -0.1 0.3 -0.1
H -1.358 -1.573 -1.412 -0.1 0.0 0.3
H -2.747 -1.152 -0.371 0.3 -0.1 -0.1
H -0.758 1.936 0.352 -0.1 -0.2 -0.1
H -2.257 1.282 -0.503 0.1 0.0 0.1
H 2.137 1.827 -1.157 0.0 -0.1 0.0
H 1.290 1.499 1.073 0.0 -0.1 -0.1
H 2.480 0.213 1.005 -0.1 0.1 -0.1
H 0.820 -1.451 0.344 -0.1 0.1 0.0
H 0.312 -0.706 1.854 0.0 0.0 -0.2
```
Positions in Å, forces in eV/Å.

Properties
Total charge ... 0
Highest occupied orbital energy ... -9.33 eV
DFT total energy ... -8430.73866 eV

Below is a molecular structure, C27H28N6OPPtS at a distorted geometry, with properties calculated with ωB97M-V/def2-TZVPD.

The geometry in XYZ format:
```
65
Properties=species:S:1:pos:R:3:forces:R:3
Pt 0.120 0.031 0.139 0.6 0.6 -0.5
C 2.149 -0.025 5.165 -0.1 0.0 -0.2
C 2.558 0.121 3.845 0.0 -0.1 0.2
C 1.636 0.038 2.824 -0.3 0.0 -0.4
C 0.279 -0.193 3.102 1.0 0.3 1.9
C -0.123 -0.347 4.438 -0.1 0.0 -0.3
C 0.811 -0.263 5.451 0.0 -0.1 0.1
N -0.632 -0.178 2.070 -2.3 -1.5 -2.4
N -1.820 -0.611 2.222 3.1 1.0 2.9
C -2.714 -0.607 1.220 -1.7 0.1 -3.1
C -4.053 -0.957 1.489 1.1 0.2 0.4
C -4.950 -0.999 0.450 -0.1 0.1 -0.7
C -4.509 -0.726 -0.847 -0.3 -0.1 0.6
C -3.180 -0.392 -1.036 0.2 0.2 0.0
N -2.318 -0.299 -0.037 -0.2 -0.4 0.7
H 2.872 0.044 5.963 0.0 0.0 0.1
H 3.599 0.297 3.617 0.0 0.0 0.0
H 1.950 0.126 1.780 -0.1 0.0 0.3
H -1.165 -0.522 4.649 -0.1 0.0 0.1
H 0.498 -0.383 6.477 -0.1 0.0 0.1
H -4.336 -1.172 2.505 -0.1 -0.1 0.2
H -5.987 -1.239 0.631 0.0 -0.1 0.0
H -5.187 -0.762 -1.684 -0.1 0.0 -0.1
H -2.794 -0.176 -2.025 0.0 0.0 0.0
C 0.399 5.436 -0.159 0.1 0.1 0.0
N 0.378 4.877 1.183 0.2 0.3 0.2
C -0.976 4.943 1.705 -0.1 0.1 0.1
N -1.934 4.268 0.846 -0.5 0.2 0.2
C -1.861 4.820 -0.497 -0.1 0.1 0.0
N -0.522 4.759 -1.057 0.0 0.2 -0.2
C -0.107 3.409 -1.352 0.2 -0.6 -0.3
P -0.062 2.349 0.190 -0.7 0.8 0.5
C 0.931 3.545 1.236 0.3 -0.6 0.0
C -1.740 2.841 0.848 0.1 -0.4 -0.1
H 1.412 5.376 -0.564 -0.1 0.0 0.0
H 0.100 6.486 -0.095 0.1 -0.1 0.0
H -1.263 5.995 1.779 0.0 -0.1 0.0
H -1.004 4.492 2.699 0.0 0.1 0.0
H -2.164 5.869 -0.453 0.0 -0.1 0.0
H -2.550 4.274 -1.146 0.0 0.1 0.0
H 0.893 3.429 -1.802 -0.2 -0.1 0.0
H -0.801 2.967 -2.076 0.1 0.0 0.1
H 1.964 3.571 0.869 -0.1 -0.1 0.1
H 0.944 3.194 2.274 0.1 0.0 -0.1
H -1.843 2.459 1.871 0.0 0.0 -0.1
H -2.512 2.372 0.227 0.1 0.0 0.1
C -3.858 -6.632 -4.464 -0.7 0.2 -0.1
C -2.691 -6.682 -5.378 0.9 -0.5 0.9
O -2.602 -6.333 -6.502 -0.3 0.2 -0.6
S -1.206 -7.457 -4.508 0.1 -0.1 -0.3
C -0.749 -6.076 -3.503 -0.1 0.0 -0.1
C -0.454 -6.289 -2.157 -0.1 -0.1 -0.2
C -0.111 -5.227 -1.350 0.2 0.4 -0.1
C -0.038 -3.935 -1.888 -0.2 -0.6 -0.5
C -0.292 -3.738 -3.253 0.0 0.0 0.3
C -0.650 -4.798 -4.055 0.1 -0.2 0.1
C 0.201 -2.820 -1.067 0.3 0.6 0.7
C 0.379 -1.846 -0.355 -0.4 -0.1 0.0
H -4.750 -6.351 -5.018 -0.1 0.1 0.0
H -3.663 -5.893 -3.688 0.1 0.0 0.1
H -3.999 -7.595 -3.976 0.0 0.0 0.0
H -0.519 -7.290 -1.757 0.0 0.0 0.1
H 0.087 -5.371 -0.299 0.0 0.0 0.1
H -0.207 -2.743 -3.663 0.0 0.1 0.0
H -0.839 -4.647 -5.108 0.0 0.0 -0.1
```
Positions in Å, forces in eV/Å.

Properties
Total charge ... +1
Highest occupied orbital energy (spin up / spin down) ... -10.05 / -10.06 eV
DFT total energy ... -62802.07387 eV

Below is 8 unconnected molecules or ions with the total composition C19H35NO31PS7 at a distorted geometry, with properties calculated with ωB97M-V/def2-TZVPD.

The geometry in XYZ format:
```
94
Properties=species:S:1:pos:R:3:forces:R:3
O 1.948 -1.314 0.416 -0.8 1.9 -0.5
P 1.638 0.143 0.293 2.0 -1.1 0.0
O 2.409 0.986 1.525 -2.3 -0.4 -1.7
O 2.127 0.767 -1.190 -2.0 1.7 7.6
C -0.233 0.421 0.328 -1.7 0.9 0.2
C -1.052 -0.279 -0.727 -1.7 2.3 2.6
C -2.503 -0.016 -0.676 2.6 -0.3 -0.1
N -3.054 0.838 0.278 2.0 -0.2 0.2
C -2.321 1.486 1.259 2.7 -0.3 -0.3
C -0.839 1.324 1.351 -1.9 -2.2 -3.2
H 1.783 1.177 2.255 0.6 -0.1 -0.2
H 1.572 1.577 -1.275 0.7 -0.2 -0.4
H -0.577 -0.941 -1.496 -0.6 0.8 0.9
H -3.183 -0.483 -1.445 0.6 0.7 1.2
H -4.066 0.993 0.243 0.4 -0.1 0.1
H -2.795 2.160 2.012 0.0 -0.8 -1.2
H -0.192 1.844 2.099 -1.1 -0.3 -0.7
C -0.525 -0.672 5.585 1.0 -0.2 1.1
C -1.657 -0.240 6.491 -0.3 -0.7 -0.2
O -1.869 1.145 6.177 0.3 0.3 -0.8
S -1.539 1.386 4.617 0.9 -0.9 2.1
O -2.770 1.355 3.888 0.1 0.2 0.0
O -0.609 2.458 4.503 -1.7 -3.2 1.2
O -0.761 0.003 4.345 -0.8 0.6 -0.4
H 0.442 -0.342 5.976 -0.1 0.2 0.0
H -0.504 -1.756 5.426 0.1 1.1 0.1
H -1.418 -0.364 7.545 0.0 0.3 -0.1
H -2.578 -0.783 6.262 0.1 -0.1 0.0
C -6.148 1.148 3.135 -0.1 0.5 0.5
C -6.521 -0.037 4.006 0.6 -0.3 -0.1
O -7.828 -0.418 3.569 -0.1 0.6 -0.6
S -7.970 -0.113 1.987 -0.1 -0.2 0.4
O -7.718 -1.316 1.271 -0.1 0.4 -0.1
O -9.134 0.673 1.784 0.2 -0.3 0.0
O -6.667 0.842 1.839 0.0 -0.5 0.0
H -6.628 2.064 3.487 0.0 0.0 0.0
H -5.070 1.300 3.087 -0.1 -0.1 -0.1
H -6.525 0.210 5.066 -0.3 0.0 -0.1
H -5.848 -0.882 3.833 0.0 0.1 0.0
C 2.459 -3.269 -3.507 -0.6 -0.2 -0.2
C 2.659 -2.852 -4.950 0.5 -0.6 -0.3
O 2.579 -1.423 -4.936 -0.1 0.3 0.8
S 3.158 -0.876 -3.527 -0.5 -0.8 -0.7
O 4.513 -0.483 -3.718 -0.3 0.3 0.4
O 2.187 -0.008 -2.940 0.9 -2.0 -4.6
O 3.147 -2.280 -2.733 0.3 0.7 -0.4
H 1.401 -3.244 -3.231 0.0 -0.1 0.0
H 2.861 -4.260 -3.305 0.1 0.2 0.1
H 1.906 -3.276 -5.613 0.1 0.4 0.2
H 3.654 -3.131 -5.307 0.0 -0.1 0.1
C 0.611 -3.973 2.389 0.7 -0.4 0.2
C -0.059 -5.327 2.536 0.0 0.0 -0.7
O -0.997 -5.158 3.606 0.0 0.9 0.4
S -1.548 -3.643 3.590 0.6 -0.8 -0.7
O -2.798 -3.624 2.912 0.2 0.4 0.5
O -1.371 -3.083 4.893 -1.0 -1.2 -0.7
O -0.431 -3.016 2.607 -0.8 -0.2 0.3
H 1.376 -3.825 3.155 0.0 0.0 -0.1
H 1.055 -3.836 1.404 -0.2 0.2 0.1
H 0.650 -6.119 2.768 -0.2 0.0 0.2
H -0.619 -5.593 1.636 0.1 0.0 0.0
C 5.687 2.428 -2.603 -0.5 -0.3 -0.1
C 5.890 2.857 -4.044 0.5 -0.4 -0.1
O 5.794 4.284 -4.018 -0.2 0.2 0.7
S 6.360 4.827 -2.604 0.0 -0.5 -0.2
O 7.710 5.234 -2.786 -0.4 0.1 0.3
O 5.375 5.673 -2.022 0.3 0.0 -0.2
O 6.360 3.415 -1.818 0.2 0.5 -0.5
H 4.628 2.441 -2.332 0.0 -0.1 0.0
H 6.098 1.439 -2.407 0.1 0.2 0.1
H 5.144 2.433 -4.713 0.0 0.3 0.0
H 6.890 2.592 -4.399 -0.1 -0.1 0.0
C 1.463 -4.522 -9.419 -0.1 -0.3 -0.7
C -0.042 -4.378 -9.306 0.0 0.7 0.0
O -0.431 -5.347 -8.330 0.7 -0.3 0.3
S 0.753 -5.513 -7.245 -0.3 0.2 -0.7
O 0.434 -4.699 -6.107 0.3 -0.7 -0.4
O 1.078 -6.890 -7.139 -0.2 0.4 0.4
O 1.916 -4.770 -8.085 -0.6 0.1 0.6
H 1.734 -5.382 -10.036 0.0 0.1 0.0
H 1.934 -3.626 -9.822 0.1 0.0 0.3
H -0.550 -4.559 -10.252 -0.1 -0.2 0.2
H -0.318 -3.389 -8.929 0.0 0.0 -0.1
C 0.732 7.198 3.462 0.0 0.2 -0.6
C -0.767 7.389 3.606 0.1 0.5 0.5
O -1.312 6.067 3.560 0.5 -0.6 -0.1
S -0.253 5.037 4.217 0.4 1.0 -0.6
O -0.630 4.809 5.568 0.2 -0.1 -0.4
O -0.017 3.987 3.276 0.5 2.8 -1.1
O 1.032 6.015 4.208 -0.7 -0.3 0.3
H 1.010 7.023 2.420 0.0 0.1 0.0
H 1.295 8.046 3.850 0.0 -0.2 0.2
H -1.185 8.006 2.812 -0.1 -0.3 0.0
H -1.020 7.826 4.576 0.0 0.0 -0.1
```
Positions in Å, forces in eV/Å.

Properties
Total charge ... +1
Highest occupied orbital energy ... -12.44 eV
DFT total energy ... -170354.16012 eV